Computed, not measured: a structure of composition C16H23Cl3F5MnO2P2Si in a non-equilibrium geometry, with the ωB97M-V functional and the def2-TZVPD basis.

```
53
Properties=species:S:1:pos:R:3:forces:R:3:mulliken_charge:R:1
Mn 0.40517 -0.09472 -0.83771 -1.59 0.67 0.80 1.16
C 3.18885 2.63585 -1.53710 -0.85 0.64 -1.50 -1.40
P 1.89279 1.89074 -0.43576 1.77 0.80 -0.56 0.57
C 3.01662 1.02244 0.73184 -0.69 0.33 0.31 -1.49
C 1.56147 3.51873 0.41129 0.93 0.44 -0.30 -0.92
C 0.58521 3.39635 1.55170 -0.76 -0.49 -0.62 -1.18
P -0.42971 1.89430 1.20516 -0.75 -0.15 0.89 1.25
C -0.79622 1.48453 2.98723 -1.91 -0.98 -1.73 -1.54
C -2.05740 2.60316 0.64821 0.00 -0.32 1.15 -1.53
H 3.47778 1.93598 -2.32132 0.11 -0.21 0.15 0.35
H 4.07251 2.94951 -0.99126 0.11 0.08 0.23 0.46
H 2.77817 3.52384 -2.13177 0.38 -1.10 1.03 0.31
H 3.47129 0.16929 0.23237 0.09 0.09 -0.13 0.32
H 2.37928 0.62622 1.53801 0.45 0.16 0.06 0.27
H 3.74651 1.75496 1.05808 0.39 -0.19 0.50 0.51
H 1.24868 4.26835 -0.34129 0.28 -0.59 0.28 0.36
H 2.58000 3.76035 0.78373 -0.54 0.40 -0.19 0.47
H -0.15024 4.19482 1.68783 0.53 0.34 -0.02 0.44
H 1.14405 3.23474 2.45314 0.01 -0.10 0.65 0.37
H -1.69145 2.00240 3.31729 -0.09 0.34 0.17 0.41
H 0.00878 1.69895 3.63179 1.02 -0.04 0.67 0.46
H -1.08140 0.42130 2.94201 0.38 0.18 0.53 0.30
H -2.19383 3.51832 1.24780 -0.25 -0.14 -0.38 0.48
H -2.81232 1.86414 0.95854 0.13 0.21 -0.12 0.34
H -2.17134 2.78038 -0.41537 0.31 0.03 0.03 0.25
C -3.25743 -2.35396 -1.52922 0.24 -0.78 -0.42 -1.46
C -2.21005 -1.86023 -0.56143 0.15 2.67 -0.35 0.83
O -1.85929 -0.64663 -0.72302 0.16 -1.98 0.27 -0.41
C -1.73422 -2.69342 0.51547 1.29 0.48 -0.20 0.76
C -2.57446 -3.71077 0.95749 1.19 -1.28 2.09 -0.84
C -2.21095 -4.36960 2.15246 -0.68 -0.64 -0.42 -0.76
C -0.96201 -4.13754 2.78235 -1.50 -0.74 -0.11 -0.34
C -0.10044 -3.22746 2.30862 0.45 0.95 -1.02 -0.93
C -0.42552 -2.42900 1.16211 -1.42 0.07 -0.05 0.17
O 0.36649 -1.52698 0.76620 0.23 0.62 -0.10 -0.32
H -2.87833 -2.09297 -2.55126 -0.36 -0.40 0.84 0.24
H -4.22133 -1.84742 -1.39938 0.28 0.01 0.11 0.34
H -3.39543 -3.44979 -1.38222 -0.02 0.87 -0.70 0.43
H -3.41800 -4.05517 0.36897 -0.12 0.31 0.45 0.23
H -2.83909 -5.15380 2.60762 0.18 0.44 -0.55 0.29
H -0.69125 -4.74370 3.63903 -0.09 0.04 0.09 0.39
H 0.85198 -3.06598 2.76922 0.44 0.15 0.13 0.41
F 1.27056 -0.63857 -3.65592 0.40 -0.43 0.69 -0.35
C 1.49648 -1.05230 -2.31647 0.37 -0.96 -1.80 0.49
F 2.88278 -0.91935 -2.10988 -0.21 -0.01 -0.39 -0.33
C 1.24725 -2.57096 -2.32373 0.54 0.73 1.77 0.47
F 1.64364 -2.92701 -1.05550 -0.06 -0.83 -0.97 -0.29
F 1.94142 -3.33149 -3.19301 -0.74 0.21 0.19 -0.30
F -0.08510 -2.83885 -2.38700 0.84 -0.21 -0.59 -0.23
Cl 1.30151 2.29811 -4.44291 0.30 0.38 -1.14 -0.33
Si 0.04361 1.74283 -2.90610 -0.25 -0.69 1.61 0.59
Cl -0.64021 3.70317 -2.29172 -0.20 0.60 -0.24 -0.41
Cl -1.71586 0.84391 -3.57520 -0.88 0.03 -1.08 -0.36
```
Positions in Å, forces in eV/Å.

Results
- Total charge: -1
- Highest occupied orbital energy (spin up / spin down): -3.2 / -3.9 eV
- LUMO (spin up / spin down): 2.769 / 2.760 eV
- Kohn-Sham gap (spin up / spin down): 0.219 / 0.245 Eh
- <S²>: 8.7586
- E_tot: -4777.2818 Eh
- Energy above the lowest of the compared OMol25 structures with the same formula, charge and spin: 0.2997 eV
- 2S+1: 6
- Strongest force on any atom: 0.054 hartree/bohr


Computed, not measured: a cluster of 5 separate species, C16H23Cl4F9O6 in total in a non-equilibrium geometry, with the ωB97M-V functional and the def2-TZVPD basis.

```
58
Properties=species:S:1:pos:R:3:forces:R:3:mulliken_charge:R:1
C 3.86278 -0.37539 4.39409 0.46 1.85 0.30 -1.12
C 3.95000 1.14855 4.34391 1.45 -0.19 0.66 -0.36
O 2.71915 1.67284 3.88794 -0.95 0.51 -0.37 -0.16
C 2.62156 3.00282 3.73805 0.25 -1.47 0.73 0.22
O 3.51642 3.75818 3.93393 0.00 0.82 -0.13 -0.52
C 1.18016 3.40408 3.33321 0.78 0.08 -1.38 1.00
F 0.63093 4.19846 4.24795 -0.12 -0.34 -0.23 -0.26
F 1.29802 4.09176 2.15818 -0.32 -0.05 0.78 -0.25
F 0.41696 2.34278 3.06699 -0.11 0.48 0.52 -0.22
H 4.73851 -0.66858 4.97289 0.06 -0.40 -0.27 0.36
H 3.93669 -0.66538 3.34971 -0.52 -0.93 0.27 0.29
H 2.98574 -0.60001 4.99624 -0.21 -0.63 -0.58 0.32
H 4.78834 1.46043 3.71353 -0.32 0.09 -0.29 0.36
H 4.22614 1.54093 5.32894 -0.52 0.19 0.01 0.34
C -4.06347 -1.71558 -3.02098 -0.33 -0.01 0.72 -1.33
C -3.50030 -0.62384 -2.13786 1.13 0.86 -0.53 -0.02
O -3.33073 -1.04316 -0.77478 0.08 -0.23 1.12 -0.12
C -3.99235 -0.39146 0.18941 -0.63 -1.08 -0.99 0.37
O -4.80590 0.45066 -0.01328 -0.31 0.81 0.41 -0.52
C -3.74583 -0.99281 1.60753 -0.80 0.22 -1.23 0.86
F -4.87240 -0.92776 2.31460 0.02 0.14 0.11 -0.27
F -3.42638 -2.27722 1.49166 0.62 0.01 0.43 -0.24
F -2.81980 -0.27027 2.21946 0.52 -0.34 0.43 -0.25
H -3.60618 -2.67590 -2.78739 0.18 0.04 -0.09 0.15
H -3.89634 -1.47210 -4.06806 -0.04 0.03 0.00 0.39
H -5.13199 -1.81803 -2.82529 -0.04 -0.02 -0.20 0.37
H -4.03597 0.32486 -2.19165 -0.39 -0.31 0.16 0.41
H -2.47430 -0.36158 -2.41233 -0.11 -0.23 -0.33 0.21
C -2.05222 2.14580 -0.16034 0.24 -0.73 0.08 -0.90
C -0.62383 2.16500 -0.73307 -0.78 1.72 1.33 0.06
O -0.12810 0.94131 -1.23053 -0.22 -1.47 -0.62 -0.30
C 0.04432 -0.04867 -0.34301 0.02 0.58 -0.31 0.44
O 0.04468 0.08697 0.83576 -0.03 -0.28 0.63 -0.46
C 0.29600 -1.43141 -1.01382 -0.48 0.47 -0.88 0.81
F -0.34285 -1.49308 -2.21553 0.48 -0.16 0.69 -0.23
F 1.61021 -1.58742 -1.24134 -0.34 -0.17 0.16 -0.25
F -0.15760 -2.43298 -0.25884 0.36 0.44 -0.16 -0.23
H -2.85370 2.07684 -0.89475 0.16 0.03 -0.13 0.25
H -2.22454 3.02138 0.46564 0.15 0.19 -0.24 0.48
H -2.15225 1.30988 0.53519 0.06 0.05 -0.11 -0.07
H 0.00950 2.53703 0.07271 0.24 -0.24 -0.12 0.09
H -0.57256 2.90299 -1.53124 0.18 -0.32 -0.27 0.31
Cl 5.28837 3.49928 -2.68209 -0.10 -0.12 0.07 -0.20
C 3.56957 3.16177 -3.07617 0.59 0.47 0.22 -0.44
C 2.61961 3.84171 -2.11829 -0.37 -0.46 -0.33 -0.43
Cl 2.65370 3.11706 -0.50509 0.23 -0.27 0.33 -0.07
H 3.42340 2.08549 -3.04752 0.03 0.01 -0.05 0.27
H 3.44817 3.54391 -4.08683 -0.26 -0.06 0.01 0.34
H 1.62940 3.62444 -2.52312 -0.12 0.36 0.13 0.15
H 2.76565 4.90385 -1.95204 0.13 0.02 -0.43 0.40
Cl -2.26464 -5.07820 -1.67568 0.05 -0.02 -0.13 -0.20
C -0.52006 -5.31135 -2.03501 -0.48 -0.39 0.01 -0.23
C -0.08243 -6.75066 -1.76817 0.33 1.20 0.40 -0.46
Cl -1.00505 -7.93571 -2.66920 -0.19 -0.31 -0.21 -0.17
H -0.04589 -4.61183 -1.35470 0.43 -0.14 -0.13 0.04
H -0.34164 -5.04887 -3.07461 -0.11 0.15 0.03 0.34
H -0.16457 -6.93043 -0.69845 -0.04 -0.34 -0.07 0.32
H 0.95988 -6.82138 -2.07650 0.02 -0.16 0.09 0.34
```
Positions in Å, forces in eV/Å.

Results
- Highest occupied orbital energy: -10.8 eV
- LUMO: 0.468 eV
- Kohn-Sham gap: 0.414 Eh
- E_tot: -3814.5067 Eh
- Energy above the lowest of the compared OMol25 structures with the same formula, charge and spin: 0.6567 eV
- Structure (SMILES): CCOC(=O)C(F)(F)F.CCOC(=O)C(F)(F)F.CCOC(=O)C(F)(F)F.ClCCCl.ClCCCl
- Strongest force on any atom: 0.045 hartree/bohr


Computed, not measured: a structure of composition C16H23CuIN2O in a non-equilibrium geometry, with the ωB97M-V functional and the def2-TZVPD basis.

```
44
Properties=species:S:1:pos:R:3:forces:R:3:mulliken_charge:R:1
C 3.48836 4.12996 0.36476 -0.19 -0.13 0.13 -0.39
C 4.65526 3.21265 0.00810 0.02 0.15 0.03 -0.85
H 3.20016 4.75704 -0.48461 0.04 -0.04 0.10 0.28
H 3.73138 4.78225 1.21047 0.00 -0.03 -0.16 0.29
H 2.60342 3.53658 0.63329 0.44 0.30 0.04 -0.22
H 4.32876 2.42643 -0.67636 0.06 0.02 0.03 0.23
H 5.46187 3.77050 -0.47741 -0.02 -0.10 0.06 0.31
H 5.06765 2.74029 0.90461 -0.05 -0.03 -0.13 0.26
C -2.92050 1.01974 -1.37270 0.11 -0.02 0.01 0.11
C -4.11032 0.99295 -2.09552 0.09 -0.58 -0.25 -0.83
C -4.34426 -0.10971 -2.93742 0.16 0.31 0.37 -0.36
C -3.38084 -1.11516 -3.04291 0.48 0.06 0.54 -0.66
H -2.64909 1.88564 -0.75888 -0.10 -0.40 -0.14 0.30
H -4.81781 1.82450 -1.99435 0.31 -0.49 -0.13 0.38
H -5.27752 -0.17798 -3.48982 0.21 0.02 -0.04 0.42
H -3.46732 -1.97328 -3.71618 -0.29 0.49 0.27 0.30
N -2.01381 0.02693 -1.40503 -1.59 0.16 -1.33 0.33
C -2.23342 -1.03086 -2.23705 -0.98 1.55 0.24 0.49
C -1.14655 -1.98977 -2.25263 1.97 -1.22 -0.03 0.79
N -0.10397 -1.65465 -1.44531 0.19 -0.74 -0.50 -0.14
C 1.00572 -2.40730 -1.42750 -0.55 -0.04 -0.22 0.02
C 0.05402 -3.95169 -2.99823 -0.22 0.28 0.01 -0.39
C 1.12739 -3.58005 -2.17968 -0.44 0.21 -0.11 -0.68
H 1.81156 -2.04205 -0.79416 -0.19 -0.12 -0.01 0.42
H 2.04834 -4.16367 -2.13111 -0.38 0.15 -0.03 0.37
C -1.08955 -3.13517 -3.07162 0.24 0.47 0.56 -0.64
H -1.92993 -3.32910 -3.74680 0.53 -0.25 0.31 0.31
H 0.10511 -4.86850 -3.59179 0.01 0.37 0.16 0.40
Cu -0.36139 0.14828 -0.32705 0.72 -0.36 2.19 -0.56
I 0.20595 2.55262 -0.10847 -0.34 0.12 -0.21 -0.08
C 0.61747 -1.48983 3.43792 0.13 -0.65 0.02 -1.76
C 0.12974 -0.19728 2.79957 0.19 0.60 0.13 1.75
C -1.33113 0.05567 3.16707 -0.38 -0.19 -0.04 -1.73
C 0.87992 1.00154 3.42841 0.23 0.05 -0.02 -1.47
O 0.36229 -0.41482 1.42686 -0.37 0.21 -1.06 -0.26
H 0.52558 -1.52217 4.52830 -0.05 0.17 -0.08 0.37
H 1.66228 -1.67948 3.16726 -0.11 0.18 0.08 0.40
H 0.03974 -2.31812 3.01647 -0.02 0.00 0.10 0.38
H -1.45673 0.04644 4.25695 0.06 0.00 -0.14 0.42
H -1.65953 1.03951 2.81719 0.03 -0.13 -0.13 0.33
H -1.98812 -0.71469 2.75957 -0.02 -0.04 -0.11 0.33
H 1.93673 1.04399 3.14896 -0.12 -0.10 -0.10 0.31
H 0.40592 1.95395 3.16136 0.17 -0.21 -0.13 0.35
H 0.82715 0.91788 4.52547 0.02 -0.02 -0.27 0.38
```
Positions in Å, forces in eV/Å.

Results
- Highest occupied orbital energy (spin up / spin down): -7.8 / -7.6 eV
- LUMO (spin up / spin down): -1.088 / -1.251 eV
- Kohn-Sham gap (spin up / spin down): 0.248 / 0.235 Eh
- <S²>: 0.7576
- E_tot: -2746.4094 Eh
- Energy above the lowest of the compared OMol25 structures with the same formula, charge and spin: 0.0000 eV
- 2S+1: 2
- Strongest force on any atom: 0.045 hartree/bohr